Entry 1:
Below is a cluster of 4 separate species, C29H30FI2N4O3 in total in a non-equilibrium geometry, with properties calculated with ωB97M-V/def2-TZVPD.

Values from the calculation:
Maximum force = 0.026 Eh/bohr
Electronic energy = -61573.696 eV
Net charge = +1

Atoms and positions in Å:
I: 2.80354 0.15760 4.43393
I: 2.13193 -1.16679 -0.36327
F: -5.42490 0.75512 1.18757
O: -4.46196 -0.69514 2.50126
O: -0.17556 2.46051 -1.62127
O: -3.00878 2.17904 2.51075
N: 2.34238 3.86002 0.68316
N: -0.11569 2.22625 1.22639
N: -3.14210 0.40979 1.03234
N: 1.09247 0.63948 2.05430
C: -5.59514 -3.01940 -3.48820
C: -0.84500 2.83689 -5.60938
C: 2.23336 -0.12688 2.42561
C: -0.25189 3.71536 -4.71281
C: 5.68107 -5.29215 5.42806
C: 1.15355 1.81998 1.39274
C: 4.88225 -6.25674 4.82990
C: -3.74457 -2.09613 -1.63818
C: 3.95279 -3.65647 5.09485
C: -1.36460 3.31171 -6.80533
C: -0.97552 1.30422 1.79462
C: -5.99701 -2.15577 -2.47990
C: -0.60714 3.40802 0.51357
C: -0.17588 5.06848 -5.01562
C: -0.68951 5.54229 -6.21471
C: -2.45377 1.37774 1.81967
C: 2.88054 -0.94056 1.60130
C: -5.07103 -1.69313 -1.55644
C: 3.15191 -4.62207 4.49977
C: -0.96509 3.00762 -0.91561
C: 4.07362 -1.76395 1.90272
C: -0.20591 0.31365 2.31453
C: -1.28563 4.66382 -7.10836
C: -4.39486 0.10081 1.65210
C: 2.43008 2.43305 0.96850
C: 5.21601 -3.99152 5.56207
C: 3.61651 -5.92302 4.36842
C: -3.34493 -2.96540 -2.64346
C: -4.27011 -3.42531 -3.56912
H: 4.48972 -1.57046 2.88066
H: 4.82653 -1.57270 1.14310
H: 3.13321 2.25486 1.78906
H: 3.59024 -2.64075 5.19054
H: -0.62490 6.59576 -6.45344
H: 5.83817 -3.24019 6.03162
H: -7.03076 -1.84359 -2.41365
H: -5.38807 -1.01819 -0.77049
H: 2.84375 1.90310 0.11772
H: -3.29711 0.76089 0.08677
H: 3.80709 -2.81123 1.79588
H: 0.28562 5.75527 -4.31695
H: 2.99199 -6.67740 3.90824
H: -2.31305 -3.28597 -2.70464
H: -6.31546 -3.37787 -4.21124
H: 6.66591 -5.55463 5.79086
H: -3.02043 -1.73688 -0.91590
H: -3.95918 -4.10198 -4.35388
H: 1.96822 4.35642 1.48373
H: 5.24579 -7.27024 4.72501
H: -1.51512 3.73527 1.01088
H: -1.83038 2.62781 -7.50264
H: 3.27697 4.22765 0.56621
H: -0.90220 1.78123 -5.37564
H: -0.55756 -0.55477 2.83587
H: -1.99371 3.20679 -1.24742
H: -1.68860 5.03332 -8.04199
H: 0.08280 4.23359 0.53724
H: 2.16333 -4.36160 4.14073
H: 0.15183 3.34553 -3.78266

Entry 2:
Below is a structure of composition C29H30IN4O6PZr in a non-equilibrium geometry, with properties calculated with ωB97M-V/def2-TZVPD.

Values from the calculation:
ΔE to the lowest compared entry with this formula, charge and spin = 22.24 kcal/mol
Maximum force = 0.053 Eh/bohr
Electronic energy = -67462.857 eV
Net charge = +2

Atoms and positions in Å:
I: 2.37820 1.20250 1.63060
Zr: -0.10050 0.05980 0.20180
P: 1.83280 -0.61030 -1.60230
O: 0.13360 -1.37500 1.61100
O: -1.84590 -0.71340 1.04740
O: -4.59900 -5.55760 5.09640
O: -3.59980 4.43550 1.68600
O: -2.67150 -5.90680 5.99450
O: -0.33840 1.39810 -1.08630
N: -3.41460 -5.37590 5.21150
N: -3.57450 2.10160 -2.47220
N: -0.70850 1.63790 1.65030
N: -1.09870 -1.66100 -1.30670
C: 4.43680 -0.68610 -0.44140
C: -3.10700 -2.67970 2.66050
C: -1.71840 1.06630 -3.59650
C: -4.16760 2.70710 -1.45720
C: -0.28020 1.71240 2.98480
C: 0.63620 1.85660 5.62130
C: 1.82270 -1.90780 -2.91660
C: -2.33840 1.66460 -2.37080
C: 5.05020 -2.32530 1.20490
C: -3.65400 -3.63940 3.48650
C: -1.65600 2.42730 1.25770
C: -1.13150 -1.48820 1.75880
C: 3.78850 -2.89690 1.11570
C: -2.81310 -4.38370 4.30420
C: 5.37160 -1.22230 0.43140
C: -3.57600 2.88080 -0.21490
C: -1.72190 -2.47930 2.65390
C: -2.27360 2.35240 -0.03630
C: -0.89030 -3.23710 3.48380
C: 1.53950 1.61400 4.59590
C: -0.71060 2.02120 5.33780
C: 2.84460 -2.35080 0.26570
C: -1.43580 -4.19910 4.30870
C: -1.61170 1.77110 -1.15700
C: 2.60580 0.76150 -2.54170
C: 3.17130 -1.25520 -0.53500
C: 1.06640 1.53770 3.30080
C: -4.35290 3.53380 0.90960
C: -1.17140 1.94660 4.03680
H: -2.22620 2.05650 3.82640
H: 2.82120 1.61090 -1.89240
H: 0.98500 1.90820 6.64040
H: -2.11210 -1.53640 -1.19950
H: -1.41050 2.22990 6.13030
H: -3.57070 5.29740 1.25590
H: 3.52530 0.41740 -3.01930
H: -3.73750 -2.08930 2.01450
H: 1.15890 -1.62170 -3.73400
H: 2.83680 -1.99850 -3.30730
H: -0.89800 -2.62910 -1.03340
H: -2.04840 3.19020 1.93610
H: -5.23660 4.02370 0.49260
H: 5.77760 -2.73070 1.88990
H: -0.82040 -4.80560 4.95710
H: -0.90740 -1.59750 -2.31120
H: 0.17270 -3.05810 3.47010
H: 2.59030 1.48590 4.79910
H: 1.84290 -2.77410 0.21360
H: 4.69800 0.17900 -1.03150
H: 6.34980 -0.77150 0.50160
H: 3.54460 -3.76130 1.71310
H: -1.66240 -0.02140 -3.52990
H: -4.70790 2.75710 1.60010
H: -4.71810 -3.82610 3.51990
H: -2.34540 1.31580 -4.44780
H: 1.51560 -2.86990 -2.50690
H: -0.71380 1.45980 -3.74830
H: -5.16330 3.07470 -1.66080
H: 1.91230 1.08210 -3.32020

Entry 3:
Below is a structure of composition C29H30IN4O6PZr in a non-equilibrium geometry, with properties calculated with ωB97M-V/def2-TZVPD.

Values from the calculation:
ΔE to the lowest compared entry with this formula, charge and spin = 4.24 kcal/mol
Maximum force = 0.028 Eh/bohr
Electronic energy = -67463.637 eV
Net charge = +2

Atoms and positions in Å:
I: 1.99343 -0.33970 3.86111
Zr: 0.32615 -0.13309 1.16167
P: -1.46075 1.15414 2.69914
O: -3.32562 -0.49808 -6.73152
O: 0.67408 0.51902 -0.79968
O: -1.53432 0.53146 -7.34804
O: 1.27369 -3.85692 -3.63579
O: -1.29740 -0.16736 -0.17277
O: -0.11626 -1.90161 1.76720
N: -1.32076 -4.34776 -0.56205
N: -2.29642 0.09864 -6.51471
N: 2.27992 -1.08116 0.85256
N: 1.44073 2.02482 1.38607
C: -1.15468 3.88908 2.27023
C: 0.95720 -2.78739 -0.21653
C: -3.02396 0.23415 2.72054
C: -1.40608 5.08982 1.61951
C: 5.79479 0.85098 2.12667
C: -2.72830 2.77332 0.81997
C: 4.74159 0.64186 3.01325
C: -0.97497 0.17882 -2.52406
C: 3.61065 -0.00468 2.55804
C: -0.31296 -4.38371 -1.45010
C: -1.82520 0.12464 -5.09825
C: -1.23906 -3.56171 0.49266
C: -2.97732 3.97765 0.17336
C: -2.24256 -0.32517 -2.81317
C: -0.52548 0.19217 -1.14790
C: -0.12369 -2.73539 0.68770
C: 5.70112 0.41290 0.81453
C: 4.55842 -0.24174 0.37307
C: -2.67521 -0.35905 -4.12405
C: -1.19662 1.56364 4.44403
C: 3.50862 -0.46495 1.24847
C: -1.82198 2.72522 1.88004
C: -0.56712 0.63276 -4.83977
C: 0.84372 -3.65627 -1.31857
C: -2.31892 5.13393 0.57091
C: -0.13340 0.65457 -3.52881
C: 2.22227 -2.10403 0.08078
C: 1.91786 -3.77703 -2.37964
C: -2.36433 -3.54496 1.48306
H: 1.84269 -4.31548 -4.26311
H: 0.83109 2.75941 1.02847
H: -2.02807 2.18167 4.78259
H: 0.84652 1.03929 -3.28139
H: 4.81489 0.97421 4.04076
H: -2.79090 -2.54450 1.57191
H: -3.30711 -0.08352 1.71988
H: -2.87339 -0.69804 -2.01743
H: -3.13733 -4.23513 1.15700
H: 0.04129 0.99725 -5.65434
H: 2.24234 1.99861 0.75878
H: 6.51948 0.58169 0.12623
H: -0.46546 3.87933 3.10821
H: -1.17570 0.64118 5.02605
H: 1.79062 2.35007 2.28146
H: -3.80418 0.86900 3.13794
H: 6.68488 1.36347 2.46892
H: 2.52307 -4.66646 -2.18349
H: 3.14817 -2.53779 -0.28448
H: -3.64376 -0.74868 -4.40095
H: -0.26119 2.09533 4.60599
H: -0.44758 -5.02670 -2.31007
H: -2.52469 6.07395 0.07245
H: -3.69472 4.01270 -0.63682
H: 2.58492 -2.91207 -2.35162
H: 4.47449 -0.56303 -0.65937
H: -0.90115 5.99309 1.93978
H: -2.01582 -3.83874 2.47530
H: -2.90082 -0.65226 3.34279
H: -3.25343 1.88032 0.49942

Please write out number 2 again, unchanged.
Below is a structure of composition C29H30IN4O6PZr in a non-equilibrium geometry, with properties calculated with ωB97M-V/def2-TZVPD.

Values from the calculation:
ΔE to the lowest compared entry with this formula, charge and spin = 22.24 kcal/mol
Maximum force = 0.053 Eh/bohr
Electronic energy = -67462.857 eV
Net charge = +2

Atoms and positions in Å:
I: 2.37820 1.20250 1.63060
Zr: -0.10050 0.05980 0.20180
P: 1.83280 -0.61030 -1.60230
O: 0.13360 -1.37500 1.61100
O: -1.84590 -0.71340 1.04740
O: -4.59900 -5.55760 5.09640
O: -3.59980 4.43550 1.68600
O: -2.67150 -5.90680 5.99450
O: -0.33840 1.39810 -1.08630
N: -3.41460 -5.37590 5.21150
N: -3.57450 2.10160 -2.47220
N: -0.70850 1.63790 1.65030
N: -1.09870 -1.66100 -1.30670
C: 4.43680 -0.68610 -0.44140
C: -3.10700 -2.67970 2.66050
C: -1.71840 1.06630 -3.59650
C: -4.16760 2.70710 -1.45720
C: -0.28020 1.71240 2.98480
C: 0.63620 1.85660 5.62130
C: 1.82270 -1.90780 -2.91660
C: -2.33840 1.66460 -2.37080
C: 5.05020 -2.32530 1.20490
C: -3.65400 -3.63940 3.48650
C: -1.65600 2.42730 1.25770
C: -1.13150 -1.48820 1.75880
C: 3.78850 -2.89690 1.11570
C: -2.81310 -4.38370 4.30420
C: 5.37160 -1.22230 0.43140
C: -3.57600 2.88080 -0.21490
C: -1.72190 -2.47930 2.65390
C: -2.27360 2.35240 -0.03630
C: -0.89030 -3.23710 3.48380
C: 1.53950 1.61400 4.59590
C: -0.71060 2.02120 5.33780
C: 2.84460 -2.35080 0.26570
C: -1.43580 -4.19910 4.30870
C: -1.61170 1.77110 -1.15700
C: 2.60580 0.76150 -2.54170
C: 3.17130 -1.25520 -0.53500
C: 1.06640 1.53770 3.30080
C: -4.35290 3.53380 0.90960
C: -1.17140 1.94660 4.03680
H: -2.22620 2.05650 3.82640
H: 2.82120 1.61090 -1.89240
H: 0.98500 1.90820 6.64040
H: -2.11210 -1.53640 -1.19950
H: -1.41050 2.22990 6.13030
H: -3.57070 5.29740 1.25590
H: 3.52530 0.41740 -3.01930
H: -3.73750 -2.08930 2.01450
H: 1.15890 -1.62170 -3.73400
H: 2.83680 -1.99850 -3.30730
H: -0.89800 -2.62910 -1.03340
H: -2.04840 3.19020 1.93610
H: -5.23660 4.02370 0.49260
H: 5.77760 -2.73070 1.88990
H: -0.82040 -4.80560 4.95710
H: -0.90740 -1.59750 -2.31120
H: 0.17270 -3.05810 3.47010
H: 2.59030 1.48590 4.79910
H: 1.84290 -2.77410 0.21360
H: 4.69800 0.17900 -1.03150
H: 6.34980 -0.77150 0.50160
H: 3.54460 -3.76130 1.71310
H: -1.66240 -0.02140 -3.52990
H: -4.70790 2.75710 1.60010
H: -4.71810 -3.82610 3.51990
H: -2.34540 1.31580 -4.44780
H: 1.51560 -2.86990 -2.50690
H: -0.71380 1.45980 -3.74830
H: -5.16330 3.07470 -1.66080
H: 1.91230 1.08210 -3.32020